Entry 1:
C4H4LiO5V as an isolated structure in a non-equilibrium geometry. Source: OMol25; level of theory: wB97M-V/def2-TZVPD.

Properties
⟨S²⟩ = 6.004
LUMO level (spin up / spin down) = -0.2 / -0.1 eV
2S+1 = 5
charge = 0
energy above the lowest of the compared OMol25 structures with the same formula, charge and spin = 0.0000 eV

Atoms and positions in Å:
O  2.112  -0.554  -1.627
C  -0.498  0.707  0.123
O  -2.848  0.239  -0.064
C  0.718  -1.433  0.120
Li  -2.261  -1.446  -0.091
O  -0.362  -0.712  0.418
V  3.815  0.386  -1.138
H  0.257  1.252  0.706
H  -2.041  2.146  0.196
H  -1.982  1.087  1.618
O  2.784  -0.271  0.451
O  0.626  -2.642  0.123
C  1.943  -0.698  -0.386
C  -1.927  1.082  0.505
H  -0.337  0.856  -0.953

---

Entry 2:
C4H4N as an isolated structure in a non-equilibrium geometry. Source: OMol25; level of theory: wB97M-V/def2-TZVPD.

Properties
LUMO level (spin up / spin down) = -6.2 / -6.2 eV
2S+1 = 1
charge = +1
energy above the lowest of the compared OMol25 structures with the same formula, charge and spin = 3.9581 eV

Atoms and positions in Å:
C  1.093  1.059  0.048
C  -0.698  0.304  0.050
H  -2.392  -0.660  -0.812
C  2.866  -0.599  0.043
N  1.989  0.168  0.028
H  1.066  2.074  -0.277
H  -2.580  -0.174  0.973
C  -1.974  -0.216  0.082
H  3.655  -1.298  0.096

---

Entry 3:
One molecule with the formula C4H4N2 in a non-equilibrium geometry. Source: OMol25; level of theory: wB97M-V/def2-TZVPD.

Properties
SMILES string = C=C=C=NN=C
LUMO level (spin up / spin down) = -0.7 / -0.7 eV
2S+1 = 1
charge = 0
energy above the lowest of the compared OMol25 structures with the same formula, charge and spin = 7.3508 eV

Atoms and positions in Å:
H  0.769  1.027  0.414
H  -0.045  -1.790  -0.467
H  -0.399  -1.010  1.194
C  -2.441  1.060  0.188
C  0.028  1.110  -0.245
C  -0.681  -1.161  0.101
C  -1.207  1.367  0.114
N  -1.923  -0.973  -0.142
H  0.478  1.327  -1.201
N  -2.866  -0.181  -0.114

---

Entry 4:
One molecule with the formula C4H4N2 in a non-equilibrium geometry. Source: OMol25; level of theory: wB97M-V/def2-TZVPD.

Properties
SMILES string = c1cnccn1
LUMO level = 0.0 eV
2S+1 = 1
charge = 0
energy above the lowest of the compared OMol25 structures with the same formula, charge and spin = 2.2556 eV

Atoms and positions in Å:
C  -0.042  1.398  -0.072
C  -1.279  0.590  -0.037
N  1.214  0.818  0.049
N  -1.232  -0.746  -0.037
H  0.058  -2.341  0.048
H  2.220  -0.975  0.321
H  0.189  2.445  -0.268
C  0.032  -1.263  -0.073
C  1.233  -0.640  -0.154
H  -2.394  0.712  0.224

---

Entry 5:
One molecule with the formula C4H4N2 in a non-equilibrium geometry. Source: OMol25; level of theory: wB97M-V/def2-TZVPD.

Properties
LUMO level (spin up / spin down) = 0.5 / 0.5 eV
2S+1 = 1
charge = 0
energy above the lowest of the compared OMol25 structures with the same formula, charge and spin = 4.6211 eV

Atoms and positions in Å:
N  -3.142  -0.156  -0.051
H  1.194  -0.230  -1.025
H  -2.003  -1.771  0.386
C  -0.713  0.061  0.032
C  -1.888  -0.699  0.107
N  -4.167  0.352  -0.019
H  1.364  -0.402  0.653
H  -0.091  2.249  0.291
C  -0.121  1.240  0.048
C  0.856  0.047  -0.100

---

Entry 6:
A 3-piece molecular cluster, C4H4N2 overall in a non-equilibrium geometry. Source: OMol25; level of theory: wB97M-V/def2-TZVPD.

Properties
SMILES string = C#C.C#C.N#N
LUMO level = 1.3 eV
2S+1 = 1
charge = 0
energy above the lowest of the compared OMol25 structures with the same formula, charge and spin = 3.5350 eV

Atoms and positions in Å:
H  -2.553  -0.919  0.394
C  -1.563  1.074  -0.016
H  2.603  -0.816  -0.352
N  0.583  -2.358  -0.069
H  1.034  2.087  0.098
N  -0.478  -2.371  0.219
C  1.507  1.147  -0.052
H  -1.130  2.027  -0.210
C  2.087  0.109  -0.216
C  -2.090  0.019  0.203